{
  "formula": "C12H35BO7S5",
  "method": "ωB97M-V with the def2-TZVPD basis set",
  "elements": ["H", "O", "C", "H", "C", "C", "H", "H", "H", "C", "C", "H", "H", "H", "H", "O", "S", "C", "H", "H", "H", "O", "O", "O", "H", "H", "H", "H", "S", "B", "O", "H", "H", "H", "C", "H", "H", "C", "H", "H", "C", "H", "H", "S", "H", "C", "H", "S", "H", "H", "H", "S", "O", "C", "C", "H", "H", "H", "H", "H"],
  "xyz": [[-0.3925, 4.4538, -2.2515], [-3.7894, -1.8443, 3.2109], [1.3100, 0.7519, 4.9117], [1.4413, 1.8349, 4.8994], [-1.1996, 3.7445, -2.0983], [1.4075, -4.2872, -2.2326], [3.7734, -7.0665, -2.5569], [-1.7829, 0.2399, 3.2101], [0.5712, 3.9919, 0.1236], [-2.8484, -1.0675, 0.1527], [-2.7583, 0.5343, 3.5891], [-1.1306, 3.8334, 0.6799], [3.1898, 1.2455, -4.5715], [-3.3620, 0.9105, 2.7626], [-1.5371, 3.3559, -3.0575], [-1.8210, 1.5266, -0.8434], [2.7440, 2.8081, -2.8281], [2.6533, 0.7736, 2.5958], [2.0339, -6.9613, -2.9389], [2.6072, -6.6406, -1.2736], [1.4618, 1.3422, -4.1503], [1.6846, 3.8373, -2.6581], [4.0621, -4.2715, -1.7704], [-1.2402, -3.6912, -1.8796], [2.6917, 0.5324, 1.5352], [-5.5523, 0.2866, 3.8508], [0.6631, -4.7768, -2.8575], [-4.9143, 0.6706, 5.4840], [3.0466, -4.8031, -2.7408], [-3.0228, -1.8722, -1.2968], [0.0252, 0.9576, 2.6068], [-3.7639, -0.5805, 0.5192], [3.9246, 4.2781, -4.3121], [4.5547, 4.3273, -2.6449], [-5.0943, -0.1200, 4.7531], [-3.3984, -1.1084, -2.2097], [-3.8157, -2.8204, -1.1136], [-0.2386, 3.2949, 0.3532], [1.2983, -3.2077, -2.3549], [2.2031, 2.6327, -5.1437], [-1.5060, -2.4449, -1.7298], [3.4784, 0.2854, 3.1154], [1.2396, -4.5397, -1.1876], [-3.5280, -0.9114, 4.3163], [0.0719, 2.5972, 1.1282], [4.1968, 3.6790, -3.4422], [4.9696, 2.9551, -3.7023], [-0.6247, 2.3278, -1.1236], [0.4117, 0.4944, 5.4697], [-2.0341, 4.2116, -1.5712], [-2.6349, 1.3047, 4.3567], [1.0940, 0.1460, 3.2280], [-0.5699, -1.5801, -1.8863], [2.3673, 1.9202, -4.3344], [2.8407, -6.5475, -2.3345], [2.6951, 1.8548, 2.7353], [-2.0228, -0.3578, 0.0667], [-5.7428, -0.8802, 5.1857], [-2.5626, -1.8253, 0.8934], [2.1755, 0.2656, 5.3630]],
  "forces_ev_per_angstrom": [[0.020, 0.000, -0.010], [-0.344, -0.423, 0.260], [0.065, 0.144, 0.075], [-0.020, 0.001, -0.033], [-0.035, 0.230, 0.056], [0.232, 0.124, -0.010], [0.013, 0.027, 0.002], [-0.222, -0.025, -0.096], [-0.017, -0.008, -0.062], [0.305, -0.597, -0.390], [-0.160, 0.165, 0.167], [-0.034, -0.026, -0.024], [-0.018, -0.038, 0.041], [0.013, -0.165, -0.085], [-0.023, -0.067, 0.028], [-0.155, 0.573, 0.120], [-0.057, -0.188, 0.250], [0.123, 0.071, -0.009], [-0.027, 0.024, 0.015], [-0.029, 0.061, 0.001], [0.021, -0.027, 0.079], [0.311, 0.279, -0.123], [0.107, -0.094, 0.003], [-0.312, -0.135, -0.002], [-0.060, -0.038, -0.006], [0.034, -0.029, -0.032], [-0.073, 0.086, 0.006], [0.021, -0.007, -0.007], [-0.185, 0.064, 0.044], [0.476, -0.087, 0.261], [0.278, 0.315, 0.159], [0.013, 0.140, 0.006], [-0.040, -0.005, 0.008], [-0.036, -0.013, 0.032], [-0.096, 0.087, -0.030], [-0.171, -0.060, 0.048], [-0.082, 0.068, -0.245], [0.099, 0.181, 0.074], [-0.171, 0.030, 0.013], [-0.003, 0.043, 0.039], [0.205, 0.040, -0.039], [-0.006, -0.031, -0.016], [-0.010, -0.011, 0.008], [0.252, 0.263, 0.011], [-0.077, -0.049, -0.036], [0.059, -0.004, -0.160], [0.000, -0.008, 0.017], [0.035, -0.128, -0.332], [-0.021, -0.025, -0.033], [-0.060, -0.127, 0.010], [0.010, -0.043, 0.041], [0.068, -0.406, -0.168], [0.152, 0.076, -0.088], [-0.053, -0.055, -0.113], [0.095, -0.125, -0.017], [-0.051, 0.001, -0.002], [-0.286, -0.057, 0.153], [0.021, -0.032, -0.010], [-0.083, 0.068, 0.156], [-0.010, -0.027, -0.001]],
  "lowdin_charge": [0.009, -0.516, -0.275, 0.052, -0.282, -0.294, 0.028, 0.007, 0.038, -0.197, -0.277, 0.049, 0.055, 0.067, 0.047, -0.496, 0.813, -0.265, 0.043, 0.049, 0.066, -0.575, -0.611, -0.205, 0.059, 0.054, 0.046, 0.036, 0.768, -0.529, -0.537, 0.009, 0.050, 0.040, -0.292, 0.016, 0.013, -0.268, 0.036, 0.055, -0.694, 0.047, 0.062, 0.763, 0.002, -0.283, 0.047, 0.800, 0.043, 0.044, 0.047, 0.845, -0.187, -0.253, -0.305, 0.053, -0.011, 0.034, 0.017, 0.045],
  "e_homo_ev": 1.27,
  "homo_lumo_gap_ev": 2.31,
  "spin_multiplicity": 1,
  "charge": -2,
  "e_tot_ha": -3020.42138,
  "e_lumo_ha": 0.13174
}